Run i
Molecular formula: C7H12O3
Method: DFT, the ωB97M-V functional and the def2-TZVPD basis

```
22
Properties=species:S:1:pos:R:3:nbo_charge:R:1
H -3.62 -1.99 -1.09 0.218
C -2.44 -0.18 -0.84 0.082
O -2.03 -0.39 0.52 -0.513
H 1.72 -2.17 -0.17 0.158
H 2.78 -1.34 -1.62 0.191
C -2.63 -1.61 -1.36 -0.433
H -2.52 -1.67 -2.45 0.210
H 1.17 0.56 0.25 0.460
H -1.14 0.33 -2.55 0.217
C -0.12 -0.31 -0.72 0.090
O 0.82 -0.89 -1.49 -0.432
H -1.91 -3.15 0.07 0.215
C -1.19 0.47 -1.46 -0.479
H -0.76 -2.84 -1.25 0.210
H -3.34 0.45 -0.86 0.204
C -0.90 -1.22 0.23 0.010
H -0.40 -1.51 1.16 0.201
C 1.92 -1.45 -0.97 0.088
O 2.36 0.35 0.34 -0.945
H -1.16 1.55 -1.25 0.223
H 2.43 -0.05 1.21 0.462
C -1.51 -2.37 -0.59 -0.437
```

Results
LUMO (alpha / beta), eV: 0.526 / -0.279
Charge: 0
E_HOMO (alpha / beta), eV: -7.49 / -7.08


Run ii
Molecular formula: C7H12O3
Method: DFT, the ωB97M-V functional and the def2-TZVPD basis

```
22
Properties=species:S:1:pos:R:3:nbo_charge:R:1
C 0.57 0.00 -0.17 -0.054
C 4.07 -0.98 -0.23 -0.032
H 0.17 -0.71 -0.91 0.167
C -0.36 0.12 1.02 -0.421
O 1.83 -0.44 0.28 -0.520
H 6.08 -1.80 0.47 0.239
H 2.95 0.53 -1.18 0.193
H -1.85 0.70 -0.40 0.246
C 5.12 -1.41 0.18 -0.212
H -4.25 0.47 -1.26 0.486
C 2.79 -0.48 -0.75 -0.134
H 2.46 -1.13 -1.57 0.194
O -3.82 -0.29 -1.77 -0.951
H 0.67 0.98 -0.68 0.161
C -2.62 1.20 1.46 0.450
O -3.75 1.55 1.17 -0.539
H -3.51 0.10 -2.59 0.466
H -2.39 -0.69 0.83 0.254
H -0.07 1.00 1.62 0.201
C -1.82 0.25 0.61 -0.523
H -2.04 1.80 2.20 0.106
H -0.23 -0.76 1.67 0.222
```

Results
LUMO, eV: 0.686
SMILES: C#CCOCCCC=O.O
Charge: 0
E_HOMO, eV: -10.01


Run iii
Molecular formula: C7H12O3
Method: DFT, the ωB97M-V functional and the def2-TZVPD basis

```
22
Properties=species:S:1:pos:R:3:nbo_charge:R:1
C -2.09 -0.42 -0.52 -0.066
C 1.77 -0.36 0.57 -0.405
H 0.44 0.87 2.26 0.202
C 0.37 1.15 1.20 -0.397
H -1.90 0.17 -1.43 0.207
H 1.39 0.50 -1.74 0.207
H -2.59 0.22 0.22 0.170
H 3.42 1.95 0.01 0.475
O -3.10 -1.60 -0.90 -0.765
H 1.94 -0.74 1.59 0.200
O 2.69 2.11 0.62 -0.689
H -3.47 -1.94 -0.08 0.470
H -1.02 -1.52 1.01 0.167
C 1.69 1.18 0.41 0.261
C 0.87 0.95 -0.88 -0.416
C -0.82 -1.00 0.06 0.066
H 2.36 -0.91 -0.18 0.205
O -0.61 -1.90 -1.01 -0.751
H -1.52 -2.42 -1.22 0.507
H -0.32 1.98 1.03 0.200
C 0.30 -0.03 0.18 -0.044
H 0.21 1.77 -1.20 0.198
```

Results
LUMO, eV: 0.672
Charge: 0
E_HOMO, eV: -9.85


Run iv
Molecular formula: C7H12O3
Method: DFT, the ωB97M-V functional and the def2-TZVPD basis

```
22
Properties=species:S:1:pos:R:3:nbo_charge:R:1
C -0.92 0.03 0.82 -0.503
O -0.40 -1.18 -1.84 -0.681
H -2.18 -2.71 -1.09 0.500
C 1.53 0.07 1.21 -0.483
H 2.45 1.00 -1.70 0.234
H 0.50 0.68 3.56 0.505
O -2.81 -3.12 -0.42 -0.969
H -1.80 0.69 0.89 0.229
H -1.25 -0.99 1.07 0.233
H 1.45 2.42 -1.31 0.219
H 1.72 -1.01 1.25 0.200
C 1.99 1.57 -0.88 -0.635
H -0.32 0.80 -2.56 0.157
C 1.06 0.71 -0.08 -0.084
C 0.19 0.50 1.69 0.531
C -0.16 0.16 -0.49 0.243
C -0.82 0.15 -1.82 -0.103
H -1.92 0.28 -1.73 0.154
H 2.33 0.60 1.74 0.213
H 2.79 1.97 -0.24 0.217
H -3.40 -3.68 -0.93 0.466
O -0.04 1.06 2.84 -0.642
```

Results
LUMO (alpha / beta), eV: -0.043 / -0.041
Charge: 0
E_HOMO (alpha / beta), eV: -7.66 / -7.66


Most stable structure: run iii


Run i
Molecular formula: C7H12O3
Method: DFT, the ωB97M-V functional and the def2-TZVPD basis

```
22
Properties=species:S:1:pos:R:3:nbo_charge:R:1
O 1.64 2.33 -0.24 -0.706
H -2.56 -1.13 -0.25 0.193
H 0.79 -1.22 -2.25 0.213
C 0.06 -1.65 -0.07 -0.425
C -1.82 -0.37 -0.57 -0.074
C 0.40 0.41 -0.57 0.096
H -1.64 -0.41 2.25 0.217
H -2.32 0.60 -0.70 0.187
H -0.31 1.70 -0.99 0.248
H -0.54 -2.56 -0.06 0.219
H 0.76 1.58 -2.19 0.211
O 2.37 0.21 0.86 -1.043
C -0.84 0.18 1.77 -0.612
H 1.03 -1.88 0.38 0.242
C 0.17 -0.90 -1.41 0.023
O -1.19 -0.76 -1.80 -0.524
H 0.07 0.08 2.38 0.221
C -0.61 -0.31 0.37 -0.099
C 1.17 1.53 -1.16 0.190
H 2.14 -0.14 1.73 0.457
H 2.38 1.49 0.78 0.541
H -1.13 1.24 1.78 0.225
```

Results
LUMO, eV: 0.299
Charge: 0
E_HOMO, eV: -9.07


Run ii
Molecular formula: C7H12O3
Method: DFT, the ωB97M-V functional and the def2-TZVPD basis

```
22
Properties=species:S:1:pos:R:3:nbo_charge:R:1
H -0.91 -2.34 1.34 0.528
C -0.71 1.19 1.34 -0.426
H -1.46 1.25 -0.75 0.221
C 0.39 0.11 -2.79 -0.723
H 0.90 1.08 -2.91 0.230
H -1.71 1.06 1.77 0.251
H 0.69 -0.59 -3.57 0.243
O 1.03 -1.62 -1.25 -0.535
C 0.54 0.47 -0.27 -0.365
H -0.16 1.89 1.98 0.224
C 0.84 -1.11 1.90 0.189
H -0.31 2.56 -0.42 0.213
H 1.10 -0.86 2.94 0.140
H 1.52 0.96 -0.17 0.248
H 1.40 0.15 1.72 0.179
O 0.29 -2.31 1.92 -0.617
C -0.58 1.53 -0.16 -0.393
C 0.67 -0.47 -1.43 0.596
H -1.33 -1.79 -0.14 0.457
O -1.58 -1.38 0.70 -0.975
C 0.08 -0.10 1.10 0.078
H -0.69 0.32 -2.87 0.239
```

Results
LUMO (alpha / beta), eV: -0.521 / -0.523
Charge: 0
E_HOMO (alpha / beta), eV: -8.29 / -8.29


Run iii
Molecular formula: C7H12O3
Method: DFT, the ωB97M-V functional and the def2-TZVPD basis

```
22
Properties=species:S:1:pos:R:3:nbo_charge:R:1
H 1.68 -1.30 2.07 0.200
H -1.15 1.68 -1.99 0.282
O 1.13 -1.43 0.07 -0.422
O -2.78 -0.17 -1.08 -0.918
H 2.18 1.56 -0.38 0.236
H -1.52 -1.72 -0.46 0.143
H -2.96 0.12 1.01 0.533
H 2.25 -2.72 1.15 0.220
C 2.09 -1.64 1.11 -0.265
O -2.16 -0.12 1.74 -1.003
C 0.84 -0.22 -0.31 0.536
H 0.66 1.61 -2.23 0.213
H -1.40 -1.30 -2.18 0.144
C -0.45 0.04 -0.81 0.014
C -0.19 1.38 -1.58 -0.410
H 1.65 1.04 1.27 0.243
C 1.40 1.07 0.21 -0.505
C -1.60 -0.87 -1.17 -0.047
H -0.74 1.93 0.58 0.268
C -0.02 1.50 -0.13 -0.096
H 3.03 -1.13 0.88 0.188
H -1.94 0.69 2.21 0.447
```

Results
LUMO, eV: 0.031
Charge: 0
E_HOMO, eV: -6.81


Run iv
Molecular formula: C7H12O3
Method: DFT, the ωB97M-V functional and the def2-TZVPD basis

```
22
Properties=species:S:1:pos:R:3:nbo_charge:R:1
H -2.42 0.94 -0.23 0.244
H -2.60 -0.50 0.65 0.228
C -0.46 -0.12 0.56 -0.329
H 1.43 1.83 -1.13 0.483
C 0.19 -0.13 -1.94 -0.516
C -2.09 -0.85 -1.40 -0.184
O -1.34 0.72 2.55 -0.491
H -0.47 -2.30 1.76 0.464
C 0.08 0.57 -0.63 0.312
H 1.10 -0.77 -1.88 0.193
H 0.46 0.92 3.03 0.221
H 0.94 0.31 1.86 0.223
H 0.39 0.60 -2.74 0.219
C -0.15 0.54 1.94 0.073
C -1.97 -0.06 -0.13 -0.433
H 0.12 -1.06 0.53 0.199
C -1.04 -0.94 -2.23 -0.187
H -1.00 -1.66 -3.05 0.210
H 0.73 -2.70 2.85 0.461
H -3.02 -1.37 -1.62 0.219
O -0.20 -2.48 2.91 -0.931
O 0.85 1.59 -0.39 -0.677
```

Results
LUMO (alpha / beta), eV: 0.089 / -0.106
Charge: 0
E_HOMO (alpha / beta), eV: -7.50 / -6.22


Most stable structure: run iii